This record from the Open Molecules 2025 dataset describes a structure of composition C5H13NO2 in a non-equilibrium geometry. The level of theory is the ωB97M-V functional and the def2-TZVPD basis.

XYZ file:
```
21
Properties=species:S:1:pos:R:3:forces:R:3:lowdin_charge:R:1
C 1.4339 0.5359 -1.0608 -1.2 1.2 0.2 -0.320
O 1.8705 0.7872 0.2533 0.9 1.3 -0.8 -0.134
C 0.0393 -0.1351 -0.9881 0.7 0.8 -1.6 -0.194
C -0.8344 0.5980 0.0514 1.6 -1.9 0.1 -0.190
C -1.3128 -0.1674 1.2443 -0.3 -1.6 1.0 -0.177
C -0.7010 -1.2713 1.7684 -0.2 0.6 -1.1 0.014
N -2.7909 1.4442 -1.3360 1.8 0.2 -0.3 -0.008
H 1.2386 1.5414 -1.5043 0.2 -0.2 0.3 0.100
H 2.0756 0.0708 -1.8469 0.1 -0.3 1.2 0.111
H 2.7690 -2.2929 0.8852 0.0 -0.1 0.0 -0.132
H 0.2368 -1.2118 -1.0189 -0.7 0.1 0.9 0.093
H -1.8628 0.8982 -0.4911 -1.5 0.9 -1.2 0.003
H -0.3467 1.5832 0.1445 -0.7 -0.2 0.7 0.125
H -2.3523 -0.0134 1.5955 0.8 0.9 0.2 0.080
H -0.9924 -1.7726 2.7305 -0.1 0.6 -1.2 0.056
H 0.1105 -1.7140 1.1600 0.4 0.3 1.0 0.020
H -0.3556 0.1644 -1.9771 -0.4 -0.4 0.1 0.095
H -3.2449 0.7530 -1.8793 -0.8 -0.7 -0.1 -0.044
H -3.2651 2.2957 -1.1254 -0.5 0.1 0.6 -0.044
H 2.1737 -0.0455 0.6551 -0.1 -1.6 -0.2 0.014
O 2.0798 -1.7531 0.4884 0.2 -0.1 0.1 -0.469
```
Positions in Å, forces in eV/Å.

Properties
* charge: -1
* spin multiplicity: 2
* largest force on an atom: 2.52 eV/Å
* orbital gap (spin up / spin down): 7.529 / 5.850 eV
* HOMO energy (spin up / spin down): -0.1297 / -0.1296 Eh


This record from the Open Molecules 2025 dataset describes a structure of composition C6H9N in a non-equilibrium geometry. The level of theory is the ωB97M-V functional and the def2-TZVPD basis.

XYZ file:
```
16
Properties=species:S:1:pos:R:3:forces:R:3:lowdin_charge:R:1
C 1.8037 0.8501 -0.2148 -0.3 -0.1 0.8 -0.074
C 1.0736 -0.3858 0.5933 0.6 0.1 -0.2 -0.148
C -0.4727 -0.4642 0.9853 0.3 0.2 0.1 -0.188
C -0.9933 -1.2014 -0.3138 0.0 -0.1 0.0 -0.086
C -0.5047 0.1078 -0.9545 -0.3 0.1 -0.3 -0.274
C -1.0274 0.8092 0.3259 0.1 0.3 0.0 -0.108
N 0.9320 -0.1084 -0.8055 -0.1 -0.3 -0.8 -0.110
H 2.7150 0.9272 -0.8548 0.0 -0.6 1.5 0.105
H 1.5899 1.8004 0.2561 -0.9 0.3 -0.5 0.074
H 1.7257 -1.1474 1.0142 -0.1 -0.3 -0.6 0.111
H -0.8136 -0.8180 1.9675 0.5 0.3 -0.2 0.126
H -0.4952 -2.1211 -0.6347 0.0 0.2 0.1 0.111
H -2.0819 -1.3192 -0.3637 0.2 0.1 0.3 0.111
H -0.7264 0.4418 -1.9644 -0.3 -0.1 0.0 0.137
H -0.6032 1.7624 0.6419 0.0 0.0 -0.1 0.099
H -2.1215 0.8667 0.3219 0.3 -0.1 0.0 0.112
```
Positions in Å, forces in eV/Å.

Properties
* spin multiplicity: 1
* largest force on an atom: 1.66 eV/Å
* orbital gap: 9.730 eV
* HOMO energy: -0.3156 Eh